A single C4H6BrN molecule, computed with ωB97M-V with the def2-TZVPD basis set.

Cartesian coordinates (Å):
Br1 3.4962 0.0137 0.0561
N1 1.2773 -1.8539 -0.3467
C1 -0.7276 -0.7220 0.3324
C2 1.3064 1.6511 -0.2788
C3 0.7641 -0.7776 0.0319
C4 1.6562 0.4371 -0.0296
H1 -1.0470 0.0662 0.9817
H2 -1.3451 -0.6516 -0.6108
H3 0.3666 2.0623 -0.4321
H4 2.0668 2.3639 -0.4849
H5 -0.9902 -1.6255 0.8908
H6 0.5944 -2.5476 -0.6363

## Properties
SMILES string: [H]/N=C(\C)C(=C)Br
Relative energy (zero: lowest compared OMol25 entry of this formula, charge and spin): 51.57 kJ/mol
Charge: 0
E_LUMO: 0.652 eV

***

A molecular structure, C16H38BBaF6N2O16P2, computed with ωB97M-V with the def2-TZVPD basis set.

Cartesian coordinates (Å):
Ba1 1.0568 2.7665 -0.5907
P1 -2.9870 2.4012 -1.3211
P2 0.4720 0.9720 -4.1310
F1 7.4402 -4.1568 3.1258
F2 -4.4218 -5.7422 1.1784
F3 5.2843 -4.6690 2.5424
F4 -5.5609 -3.8739 0.8791
F5 -4.8100 -5.1678 -0.8790
F6 5.6927 -3.5570 4.3441
O1 1.4364 0.2580 -5.1897
O2 -0.4021 -0.2341 -3.4994
O3 -0.6033 1.8541 -5.0088
O4 6.8915 -1.6415 2.4279
O5 1.1427 1.7619 -3.0952
O6 -3.9113 3.6372 -1.0148
O7 -0.8101 3.1546 4.2818
O8 -3.6200 1.2124 -0.4431
O9 -3.5882 2.0423 -2.7989
O10 3.2359 0.3328 4.9838
O11 -1.4465 1.0732 4.6754
O12 4.1674 0.8661 3.1611
O13 -2.3196 -4.2102 -0.5447
O14 -2.8652 -3.2715 1.5299
O15 -1.5417 2.6170 -1.3000
O16 5.0671 -2.4537 1.3446
N1 3.3447 1.1567 4.0417
N2 -1.3305 2.0666 4.0213
C1 -1.9153 1.9079 2.6727
C2 -3.1442 -3.9316 0.3595
C3 4.7558 -1.2541 -0.6735
C4 2.5838 -0.4391 -4.7708
C5 -4.5282 -4.6968 0.3759
C6 6.0035 -2.5070 2.2622
C7 6.0903 -3.7761 3.0758
C8 4.6437 -1.1475 0.8379
C9 -1.5897 -2.7465 1.8179
C10 -0.2672 3.2528 -5.1304
C11 -3.4908 4.4097 0.0940
C12 -3.3254 -0.1067 -0.8537
C13 2.4197 2.3068 3.9690
C14 -5.0169 1.7662 -2.9611
C15 0.1418 -1.2407 -2.7206
C16 -1.5976 -1.7524 2.9902
B1 0.7109 0.1830 0.6154
H1 -4.0714 -0.7118 -0.3384
H2 3.9906 -1.8829 -1.1286
H3 -5.5720 2.5004 -2.3772
H4 3.0551 3.1916 4.0083
H5 2.2050 -1.4477 -4.9360
H6 -2.4188 -1.0452 3.1067
H7 -0.6658 3.7314 -4.2359
H8 5.2991 -0.3451 1.1766
H9 5.7721 -1.5304 -0.9542
H10 -0.7079 -1.1508 2.8046
H11 -0.4862 -1.5787 -1.8963
H12 -1.3449 -2.3484 3.8672
H13 -1.6869 0.9089 2.3011
H14 1.3302 0.9417 1.0683
H15 1.6903 2.2181 4.7740
H16 3.3335 -0.3017 -5.5500
H17 -0.7819 3.6673 -5.9973
H18 0.3378 -2.1395 -3.3052
H19 1.2303 -0.7616 0.6627
H20 -1.3292 -2.2190 0.9003
H21 0.7675 3.5941 -5.1620
H22 -5.3623 0.7562 -2.7402
H23 0.4830 0.5336 -0.3792
H24 -2.9783 2.1224 2.7823
H25 -0.2236 0.1919 1.1547
H26 4.7140 -0.2164 -1.0044
H27 -4.4122 4.8108 0.5162
H28 2.0403 2.0890 2.9706
H29 2.8811 -0.3496 -3.7259
H30 -3.0032 3.8636 0.9016
H31 3.6079 -0.9248 1.0941
H32 -3.3604 -0.2680 -1.9311
H33 -2.3457 -0.5084 -0.5948
H34 -1.6096 2.6747 1.9609
H35 -0.8995 -3.5594 2.0432
H36 -5.2463 1.8669 -4.0219
H37 1.0790 -0.9688 -2.2348
H38 -2.7986 5.1730 -0.2614

## Properties
Relative energy (zero: lowest compared OMol25 entry of this formula, charge and spin): 175.55 kJ/mol
Charge: +1
E_LUMO: -4.056 eV

***

A single CH3O4P molecule, computed with ωB97M-V with the def2-TZVPD basis set.

Cartesian coordinates (Å):
P1 1.9074 -0.5802 -0.1035
O1 1.9710 -1.7763 0.7237
O2 2.5160 -0.1372 -1.3369
O3 2.5776 1.8147 0.1359
O4 2.1314 0.8494 0.8694
C1 0.0420 -0.1688 -0.0001
H1 0.0274 0.0149 1.0792
H2 -0.5789 -1.0546 -0.0172
H3 -0.1677 0.7985 -0.6188

## Properties
Relative energy (zero: lowest compared OMol25 entry of this formula, charge and spin): 684.39 kJ/mol
Charge: 0
E_LUMO (alpha / beta): -2.481 / -4.955 eV

***

6 unconnected molecules or ions with the total composition C27H33Cl2F3O6, computed with ωB97M-V with the def2-TZVPD basis set.

Cartesian coordinates (Å):
Cl1 -15.5833 25.2822 0.3528
Cl2 -14.6739 24.7869 3.0157
F1 -19.0924 22.4310 0.7425
F2 -12.3760 26.6610 -1.6435
F3 -17.0879 24.9049 6.9147
O1 -18.3772 31.1032 2.6183
O2 -10.3200 22.8954 6.5423
O3 -11.7388 23.1754 4.8048
O4 -17.7499 30.0138 0.8654
O5 -10.8995 24.8987 5.9933
O6 -18.9251 31.9239 0.5955
C1 -17.2766 21.8509 5.0120
C2 -19.2492 32.0198 3.2552
C3 -18.4141 31.0927 1.2888
C4 -9.6917 21.7276 6.0304
C5 -17.3340 19.3233 0.2881
C6 -16.8433 23.0794 5.4673
C7 -19.0693 21.8686 6.6293
C8 -18.1008 21.5110 0.7692
C9 -15.7848 20.9984 1.0683
C10 -17.4781 28.4129 -0.8838
C11 -14.3698 25.7367 1.5529
C12 -18.6270 23.1168 7.0769
C13 -13.3752 28.5621 -0.6598
C14 -18.4127 21.2700 5.5680
C15 -13.4252 29.4713 0.3900
C16 -16.8338 21.9100 1.1331
C17 -11.0568 23.6142 5.6922
C18 -17.5391 29.8879 -0.5314
C19 -18.3781 20.2299 0.3498
C20 -11.5070 27.4552 0.3762
C21 -12.5105 29.3661 1.4273
C22 -17.5053 23.6847 6.5275
C23 -12.3861 27.5984 -0.6776
C24 -16.0413 19.7122 0.6186
C25 -12.2156 26.8579 6.2732
C26 -11.5484 28.3675 1.4202
C27 -11.7291 25.8350 5.2742
H1 -17.4560 18.3105 -0.0725
H2 -11.4054 27.1489 6.9334
H3 -19.9407 21.4194 7.0822
H4 -16.8297 21.3816 4.1456
H5 -10.8178 28.3150 2.2159
H6 -19.3500 19.9706 -0.0473
H7 -18.4166 27.9521 -0.5719
H8 -16.5673 22.9340 1.3612
H9 -16.6925 27.9268 -0.3045
H10 -13.0408 26.4242 6.8391
H11 -16.6543 30.4462 -0.8459
H12 -19.0310 23.5254 7.9984
H13 -10.4058 20.9869 5.6700
H14 -14.0804 28.6192 -1.4806
H15 -14.3996 26.8122 1.7028
H16 -19.0404 33.0451 2.9616
H17 -9.0188 22.0168 5.2222
H18 -18.3804 30.3301 -1.0696
H19 -12.6246 29.9823 2.3112
H20 -17.3526 28.2749 -1.9546
H21 -10.8462 26.5972 0.3970
H22 -12.6408 27.7043 5.7314
H23 -15.9460 23.5259 5.0600
H24 -9.1333 21.2906 6.8515
H25 -18.8186 20.3444 5.1763
H26 -13.3680 25.5074 1.2073
H27 -14.2375 30.1849 0.4076
H28 -20.2985 31.8535 2.9613
H29 -12.5459 25.3148 4.7835
H30 -15.2455 18.9772 0.6001
H31 -19.2671 31.7809 4.3128
H32 -14.7608 21.3205 1.1998
H33 -11.1177 26.3061 4.5006

## Properties
SMILES string: CCOC(=O)OC.CCOC(=O)OC.Fc1ccccc1.Fc1ccccc1.Fc1ccccc1.ClCCl
Charge: 0
E_LUMO: 0.503 eV

***

A molecular structure, C26H33ClN2O2Tl, computed with ωB97M-V with the def2-TZVPD basis set.

Cartesian coordinates (Å):
Tl1 1.6723 -0.7629 0.1692
Cl1 3.0751 -1.5684 2.2313
O1 -0.5659 0.0173 -3.8930
O2 1.4494 1.6318 3.9818
N1 0.6072 0.5815 2.1963
N2 -0.5101 -0.1663 -1.6591
C1 1.5371 1.3511 2.6843
C2 1.2590 4.0445 -0.9131
C3 -1.8321 -0.6268 -3.5378
C4 1.7650 4.6914 1.4571
C5 -0.2890 0.1662 3.2933
C6 2.1671 2.3619 0.5643
C7 -0.2451 -1.3371 3.4694
C8 0.3045 0.8947 4.5031
C9 2.6796 1.9324 1.9072
C10 -1.7043 0.6340 3.0038
C11 -2.8442 0.5909 -1.5947
C12 1.1897 3.1266 -1.9580
C13 -0.0981 -4.7896 -1.9220
C14 1.7346 3.6926 0.3465
C15 -2.2874 -1.8325 -1.3524
C16 -1.9008 -0.5246 -2.0107
C17 2.0253 1.4541 -0.4547
C18 0.1093 0.1750 -2.7515
C19 -0.5715 -4.4913 0.8245
C20 -1.2084 -5.4076 -1.3315
C21 0.5572 -3.9001 0.2396
C22 -1.4500 -5.2489 0.0380
C23 0.7890 -4.0450 -1.1345
C24 1.4934 0.7520 -2.7936
C25 0.6528 3.5304 -3.2940
C26 1.6028 1.7933 -1.7177
H1 0.0862 -4.9029 -2.9932
H2 1.2571 -3.3108 0.8512
H3 1.1831 4.3515 2.3243
H4 -2.5752 1.5267 -2.1012
H5 1.3658 3.3268 -4.1027
H6 2.7906 4.8872 1.7968
H7 -2.3207 -5.7243 0.4958
H8 0.7969 -1.6699 3.5551
H9 1.3364 5.6376 1.1141
H10 -0.3755 1.6303 4.9496
H11 -2.0783 0.1794 2.0797
H12 -2.3068 -1.7328 -0.2611
H13 -3.8689 0.3233 -1.8759
H14 0.6854 0.2164 5.2762
H15 0.4323 4.6027 -3.2978
H16 2.1920 -0.0775 -2.6012
H17 1.6766 1.1487 -3.7979
H18 -0.7995 -1.6073 4.3769
H19 -2.6304 -0.0940 -4.0684
H20 -3.2809 -2.1414 -1.6987
H21 3.4314 1.1315 1.8203
H22 -1.7174 1.7246 2.8969
H23 -2.3600 0.3508 3.8337
H24 -1.7798 -1.6694 -3.8829
H25 3.0916 2.7622 2.4896
H26 0.9189 5.0697 -1.0828
H27 -1.8805 -6.0173 -1.9412
H28 -0.2804 3.0018 -3.5335
H29 -1.5644 -2.6093 -1.6157
H30 1.6673 -3.5759 -1.5894
H31 -0.7021 -1.8383 2.6085
H32 -2.7973 0.7480 -0.5116
H33 -0.7570 -4.3689 1.8951

## Properties
Relative energy (zero: lowest compared OMol25 entry of this formula, charge and spin): 0.00 kJ/mol
Charge: -1
E_LUMO: 2.688 eV

***

A molecular structure, C19H52O13SV, computed with ωB97M-V with the def2-TZVPD basis set.

Cartesian coordinates (Å):
V1 -0.7525 -0.7610 0.7040
S1 -2.4462 -2.7734 1.3198
O1 -0.2619 -0.2156 -0.7201
O2 -2.0257 -4.0917 1.8025
O3 -2.8122 1.4627 5.5437
O4 -2.6488 -3.9994 -2.2095
O5 0.9161 -2.1733 1.0006
O6 3.3221 -0.1870 5.8835
O7 -3.9095 -2.7500 1.3057
O8 -1.8414 -1.7348 2.1869
O9 -1.6029 1.0950 -5.1583
O10 4.5032 1.0042 -0.9713
O11 -0.1114 0.2339 1.7608
O12 -1.9008 -2.4569 -0.0182
O13 -2.6939 0.4415 0.4930
C1 -1.4154 2.7355 4.0716
C2 0.1604 0.4070 -6.6587
C3 3.5903 1.9206 -1.6034
C4 -1.5185 -4.3208 -3.0088
C5 -2.7089 1.6810 -0.2567
C6 -3.1072 1.3471 -1.6870
C7 -0.9344 -2.9989 -3.4614
C8 -3.5907 2.6773 0.4558
C9 -0.5253 -5.1460 -2.1887
C10 0.3209 0.0500 -4.1687
C11 -1.6367 2.2588 5.5053
C12 -0.5901 0.1018 -5.3813
C13 2.1780 1.3204 -1.4235
C14 1.7849 0.5536 4.1737
C15 4.0914 -0.3108 3.6650
C16 2.2241 -2.2221 0.4232
C17 3.9366 2.0141 -3.0744
C18 3.2526 0.4878 4.6389
C19 -1.8221 3.4272 6.4640
H1 0.8051 1.0343 -4.1553
H2 4.1623 0.1648 2.6865
H3 -1.3707 1.8737 3.4016
H4 3.7293 -1.3290 3.4910
H5 0.1466 -5.7106 -2.8426
H6 -1.8910 3.0138 7.4706
H7 -3.1521 2.9680 1.4103
H8 -2.1717 1.1183 -5.9307
H9 1.5173 -0.4565 3.8702
H10 -1.6589 -2.5603 -4.1562
H11 4.9391 2.4531 -3.1587
H12 -0.7838 1.6468 5.8134
H13 -1.0660 -5.8092 -1.5149
H14 2.1663 0.2936 -1.7990
H15 -0.9827 4.1063 6.3343
H16 2.6410 -1.2207 0.3675
H17 0.9347 -0.3653 -6.7396
H18 2.2071 -2.7388 -0.5395
H19 3.2919 2.6712 -3.6595
H20 3.9818 1.0308 -3.5466
H21 -2.3045 0.8016 -2.1813
H22 1.1209 -0.6836 -4.2456
H23 0.1046 -4.4989 -1.5718
H24 1.6400 1.2078 3.3122
H25 1.4581 1.8194 -2.0751
H26 -4.0104 0.7353 -1.7431
H27 -0.5282 3.3303 3.8460
H28 -0.4469 0.3919 -7.5653
H29 0.6367 1.3882 -6.6064
H30 -3.7380 3.5890 -0.1277
H31 -1.8642 -4.8834 -3.8786
H32 -3.6001 0.1111 0.5776
H33 5.0876 -0.4878 4.0814
H34 -3.2919 2.2336 -2.3015
H35 -1.6607 1.9798 -0.2168
H36 3.5473 2.9083 -1.1474
H37 3.6371 1.5141 4.6987
H38 -0.0117 -3.0520 -4.0540
H39 -2.6451 0.6271 5.0922
H40 -0.7809 -2.3026 -2.6367
H41 2.8839 -2.8201 1.0598
H42 -4.5882 2.2692 0.6428
H43 -1.0987 -0.8702 -5.4528
H44 1.1368 0.9692 4.9459
H45 -0.2492 -0.0755 -3.2476
H46 -2.7603 3.9282 6.2256
H47 -2.2877 3.3127 3.7498
H48 0.7535 -3.0753 1.3139
H49 -2.3027 -3.4759 -1.4539
H50 4.4307 0.1895 -1.4769
H51 2.9187 0.3240 6.5881
H52 1.9434 1.3328 -0.3624

## Properties
Charge: -1
E_LUMO: 2.316 eV

***

A molecular structure, C23H41ClN4O2Pt, computed with ωB97M-V with the def2-TZVPD basis set.

Cartesian coordinates (Å):
Pt1 0.0245 0.2451 1.1155
Cl1 0.3873 -0.1543 -1.1197
O1 -2.2492 -0.8042 3.0658
O2 -1.7303 -1.0326 0.8461
N1 -0.7080 1.9571 3.3461
N2 0.7440 -2.0188 -3.5918
N3 -0.3110 -0.2187 -4.1746
N4 0.6753 0.4070 3.9290
C1 -1.6072 1.3472 -5.5528
C2 -2.4507 -1.2392 1.9134
C3 1.6947 -4.2672 -3.6948
C4 1.6717 -0.6765 3.8805
C5 0.9967 -1.9938 3.5419
C6 -0.7479 1.8762 4.7142
C7 0.1102 0.9074 5.0715
C8 2.7409 -0.3401 2.8614
C9 0.1521 -0.9153 -3.1281
C10 -0.0278 -0.9279 -5.3375
C11 -1.4477 4.2644 3.3789
C12 0.1558 2.1777 -3.9835
C13 0.6199 -2.0393 -4.9761
C14 0.0805 0.9684 2.8406
C15 2.7962 -2.4987 -2.3386
C16 1.4677 -3.0666 -2.8038
C17 -0.9388 1.1421 -4.1992
C18 -1.5566 2.9258 2.6469
C19 -3.0140 2.4709 2.7661
C20 2.2988 -0.7845 5.2568
C21 -1.1321 3.0821 1.2092
C22 -2.0090 1.2018 -3.1281
C23 0.5843 -3.4821 -1.6427
H1 -1.8007 3.8330 0.7727
H2 3.4998 -1.1317 2.9097
H3 2.6537 -1.6029 -1.7303
H4 1.0562 -2.8090 -5.5777
H5 2.3711 -0.2796 1.8268
H6 0.6804 -2.0318 2.4911
H7 0.3941 -2.6503 -0.9593
H8 -3.6393 3.1087 2.1218
H9 -0.4047 4.5935 3.4568
H10 -1.2471 2.1428 0.6386
H11 0.8519 2.1802 -4.8337
H12 0.7057 1.9770 -3.0584
H13 3.4385 -2.2554 -3.1942
H14 -1.5879 1.0443 -2.1301
H15 -2.7641 0.4349 -3.3330
H16 2.7304 0.1720 5.5745
H17 -0.2751 -0.5690 -6.3199
H18 -2.3434 0.5568 -5.7550
H19 0.3883 0.5802 6.0513
H20 3.2291 0.6066 3.1096
H21 -1.3557 2.5225 5.3235
H22 2.1353 -5.0751 -3.0968
H23 -2.4828 2.1904 -3.1813
H24 1.7124 -2.8095 3.7227
H25 1.5680 -1.1322 5.9958
H26 -2.0003 5.0198 2.8047
H27 -0.3080 3.1706 -3.9151
H28 -2.1582 2.2986 -5.5364
H29 -1.8827 4.2358 4.3901
H30 1.0830 -4.2984 -1.1028
H31 3.1100 -1.5214 5.2344
H32 -0.0985 3.4294 1.1499
H33 3.3045 -3.2569 -1.7308
H34 2.3897 -4.0473 -4.5123
H35 -0.8840 1.4017 -6.3784
H36 -3.1225 1.4216 2.4655
H37 -0.3613 -3.8700 -2.0382
H38 -3.3785 2.5646 3.8039
H39 -3.3451 -1.8791 1.7309
H40 0.1252 -2.1418 4.1909
H41 0.7422 -4.6374 -4.0943

## Properties
Expectation value of S²: 6.01
Relative energy (zero: lowest compared OMol25 entry of this formula, charge and spin): 0.00 kJ/mol
Charge: -2
2S+1: 5
E_LUMO (alpha / beta): 3.996 / 4.306 eV

***

| no. | largest force on an atom (eV Å⁻¹) | E_tot (a.u.) |
| --- | --- | --- |
| 1 | 2.79 | -2784.7308 |
| 2 | 5.71 | -3277.7441 |
| 3 | 2.54 | -682.0336 |
| 4 | 1.51 | -2720.0462 |
| 5 | 2.86 | -1903.2696 |
| 6 | 6.15 | -3075.5629 |
| 7 | 2.25 | -1849.8103 |